No. 1
108
Properties=species:S:1:pos:R:3 method="wB97M-V/def2-TZVPD" relative_energy_kcal_mol=68.3 mol_weight_g_mol=726.9
F -4.970 -6.106 -2.210
C -3.739 -5.546 -1.943
C -3.673 -4.160 -1.924
C -2.407 -3.537 -1.795
C -1.230 -4.281 -1.695
C -1.372 -5.702 -1.680
C -2.599 -6.357 -1.805
H -4.564 -3.515 -1.874
H -2.442 -2.439 -1.703
H -0.322 -3.726 -1.490
H -0.390 -6.176 -1.682
H -2.702 -7.418 -1.936
F -8.115 -1.088 0.121
C -7.304 -1.952 0.720
C -6.780 -1.696 2.038
C -6.063 -2.732 2.631
C -5.788 -3.889 1.915
C -6.299 -4.125 0.639
C -6.999 -3.084 0.010
H -6.965 -0.822 2.593
H -5.630 -2.599 3.593
H -5.175 -4.586 2.434
H -6.198 -4.991 0.071
H -7.404 -3.270 -0.941
F 3.174 -0.701 -0.752
C 2.038 -1.047 -0.084
C 1.933 -2.314 0.456
C 0.742 -2.666 1.041
C -0.329 -1.788 1.112
C -0.181 -0.528 0.583
C 1.006 -0.158 -0.098
H 2.716 -3.103 0.452
H 0.717 -3.580 1.595
H -1.296 -2.055 1.628
H -1.008 0.189 0.726
H 1.195 0.819 -0.545
C 1.749 -1.298 -3.400
O 1.640 -2.432 -3.004
N 0.683 -0.469 -3.718
C 1.030 0.938 -3.968
C -0.681 -0.961 -3.621
H 2.797 -0.830 -3.590
H 0.846 1.621 -3.117
H 0.564 1.427 -4.839
H 2.132 1.036 -3.998
H -1.027 -0.676 -2.595
H -1.300 -0.524 -4.423
H -0.633 -2.039 -3.724
C 7.416 -2.250 -2.788
O 7.739 -1.540 -3.727
N 6.122 -2.581 -2.496
C 5.844 -3.257 -1.205
C 5.011 -1.921 -3.115
H 8.141 -2.664 -2.055
H 6.752 -3.247 -0.600
H 5.423 -4.254 -1.309
H 5.142 -2.673 -0.586
H 4.829 -0.920 -2.736
H 5.220 -1.807 -4.176
H 4.094 -2.471 -2.997
C 1.822 5.948 -0.644
O 2.555 6.925 -0.664
N 0.857 5.761 0.290
C 0.029 4.573 0.407
C 0.537 6.889 1.227
H 1.967 5.169 -1.396
H 0.246 4.124 1.392
H 0.267 3.935 -0.431
H -1.057 4.780 0.394
H -0.205 7.568 0.774
H 0.245 6.452 2.178
H 1.430 7.448 1.477
C 2.470 1.775 2.346
O 3.700 1.541 2.246
N 1.799 1.409 3.454
C 0.362 1.610 3.565
C 2.416 0.925 4.634
H 1.929 2.257 1.554
H -0.065 0.636 3.729
H -0.015 2.050 2.669
H 0.107 2.389 4.338
H 2.310 1.642 5.479
H 1.845 0.025 4.860
H 3.469 0.801 4.397
C -4.478 0.684 2.295
O -3.516 0.288 2.923
N -5.476 1.422 2.819
C -6.569 1.838 1.954
C -5.425 1.872 4.185
H -4.606 0.544 1.193
H -7.466 1.258 2.021
H -6.280 1.779 0.896
H -6.928 2.856 2.118
H -6.316 1.577 4.754
H -4.486 1.646 4.575
H -5.602 2.949 4.155
C 3.609 2.596 -1.485
O 2.406 2.804 -1.372
N 4.629 3.291 -0.955
C 4.447 4.194 0.195
C 5.968 2.828 -1.391
H 4.015 1.788 -2.240
H 3.386 4.447 0.198
H 4.988 5.149 0.034
H 4.794 3.671 1.075
H 6.502 2.384 -0.539
H 5.814 2.278 -2.346
H 6.464 3.739 -1.757

---

No. 2
103
Properties=species:S:1:pos:R:3 method="wB97M-V/def2-TZVPD" relative_energy_kcal_mol=6.5 mol_weight_g_mol=923.3 total_charge=+2
Tl 0.579 0.176 -0.231
C -3.462 -1.009 -1.735
C -2.331 -1.514 -0.861
C -2.880 -2.354 0.270
C -1.196 -2.315 -1.488
O -1.713 -0.313 -0.187
Si -2.192 0.674 1.138
S -0.584 2.059 0.870
O -1.985 -0.299 2.435
C -2.663 -0.216 3.774
C -4.099 -0.649 3.554
C -2.589 1.213 4.286
C -1.931 -1.234 4.614
O -3.647 1.247 0.904
C -4.345 2.436 0.436
C -3.878 3.624 1.237
C -4.030 2.731 -0.981
C -5.849 2.251 0.705
H -4.056 -1.943 -1.874
H -3.191 -0.507 -2.688
H -4.060 -0.281 -1.099
H -3.128 -3.370 0.057
H -3.823 -1.974 0.642
H -2.143 -2.482 1.034
H -1.541 -3.281 -1.887
H -0.458 -2.507 -0.747
H -0.756 -1.895 -2.409
H -4.569 -0.926 4.539
H -4.169 -1.443 2.826
H -4.518 0.265 3.135
H -3.269 1.867 3.752
H -1.584 1.654 4.265
H -2.945 1.239 5.297
H -1.860 -2.152 3.995
H -2.611 -1.506 5.462
H -1.026 -0.878 5.085
H -2.715 3.721 1.282
H -4.181 3.473 2.299
H -4.265 4.525 0.846
H -3.036 2.911 -1.219
H -4.489 3.667 -1.275
H -4.432 1.972 -1.692
H -5.980 2.101 1.797
H -6.204 1.371 0.124
H -6.419 3.118 0.463
N 0.695 -1.076 2.326
C 1.774 -0.285 2.789
C 1.774 0.520 3.929
C 2.927 1.204 4.289
C 4.082 1.085 3.473
C 4.024 0.499 2.195
C 2.863 -0.191 1.888
P 2.742 -1.057 0.379
C 2.724 -2.814 0.566
C 3.257 -3.363 1.769
C 3.286 -4.763 1.849
C 2.672 -5.636 0.978
C 2.133 -5.044 -0.172
C 2.142 -3.674 -0.412
C 4.062 -0.629 -0.725
C 4.275 0.705 -1.107
C 5.465 1.049 -1.787
C 6.394 0.035 -2.140
C 6.060 -1.288 -1.878
C 4.939 -1.614 -1.095
H 0.908 -2.045 2.159
H -0.286 -0.856 2.579
H 0.890 0.581 4.572
H 3.021 1.756 5.214
H 4.982 1.462 3.933
H 4.912 0.528 1.542
H 3.757 -2.728 2.524
H 3.697 -5.153 2.745
H 2.542 -6.708 1.147
H 1.662 -5.648 -0.923
H 1.637 -3.216 -1.246
H 3.499 1.427 -0.838
H 5.654 2.150 -1.911
H 7.330 0.260 -2.602
H 6.798 -2.055 -2.158
H 4.892 -2.643 -0.659
C 2.548 3.169 -2.207
C 1.238 2.780 -2.953
As 0.563 0.997 -2.801
C -1.220 0.940 -3.474
C -1.581 2.016 -4.511
C 1.718 0.063 -4.029
C 1.532 0.540 -5.454
H 2.672 4.264 -2.354
H 3.459 2.667 -2.648
H 2.569 3.014 -1.073
H 1.394 3.084 -4.010
H 0.383 3.367 -2.492
H -1.786 0.939 -2.530
H -1.306 -0.051 -3.987
H -1.287 3.098 -4.343
H -2.675 2.037 -4.589
H -1.091 1.796 -5.443
H 1.565 -0.994 -3.870
H 2.742 0.268 -3.636
H 0.508 0.399 -5.821
H 2.256 -0.014 -6.065
H 1.836 1.598 -5.655

---

No. 3
130
Properties=species:S:1:pos:R:3 method="wB97M-V/def2-TZVPD" relative_energy_kcal_mol=108.9 mol_weight_g_mol=1066.8
C -7.021 -3.664 -1.198
C -5.928 -3.784 -2.264
O -4.872 -3.220 -1.543
C -5.033 -3.404 -0.263
O -4.124 -3.246 0.539
O -6.189 -3.845 -0.032
H -7.826 -4.398 -1.233
H -7.508 -2.696 -1.078
H -6.297 -3.153 -3.072
H -5.836 -4.805 -2.636
C 0.738 3.515 3.106
C 1.822 2.736 2.348
O 1.795 1.538 3.120
C 1.182 1.728 4.363
O 1.162 0.975 5.329
O 0.739 2.992 4.354
H -0.230 3.474 2.607
H 0.936 4.579 3.231
H 2.751 3.300 2.274
H 1.450 2.540 1.342
C 3.864 -4.235 -1.204
C 3.563 -3.862 0.241
O 4.721 -4.454 0.935
C 5.747 -4.624 0.159
O 6.773 -5.042 0.587
O 5.303 -4.533 -1.169
H 3.780 -3.391 -1.889
H 3.295 -5.121 -1.485
H 2.700 -4.466 0.524
H 3.385 -2.789 0.314
C -5.001 -0.104 3.618
C -3.575 0.459 3.589
O -3.155 0.467 4.964
C -4.006 -0.272 5.673
O -3.839 -0.566 6.863
O -5.001 -0.707 4.905
H -5.051 -0.820 2.798
H -5.748 0.687 3.546
H -3.470 1.423 3.091
H -2.948 -0.243 3.039
C 4.382 5.783 1.215
C 3.942 7.096 0.554
O 3.143 6.573 -0.519
C 3.499 5.303 -0.777
O 3.129 4.679 -1.721
O 4.366 4.878 0.142
H 3.747 5.485 2.050
H 5.354 5.807 1.708
H 4.846 7.635 0.270
H 3.395 7.914 1.022
C -1.646 -2.369 -2.296
C -0.714 -3.477 -1.712
O 0.479 -3.108 -2.351
C 0.499 -1.912 -2.880
O 1.429 -1.301 -3.472
O -0.734 -1.449 -2.792
H -2.243 -1.874 -1.529
H -2.347 -2.756 -3.035
H -0.949 -4.491 -2.035
H -0.628 -3.508 -0.626
C 5.398 0.012 -4.414
C 4.275 1.009 -4.143
O 3.727 1.450 -5.331
C 4.577 1.005 -6.348
O 4.533 1.338 -7.458
O 5.368 0.099 -5.836
H 5.074 -0.892 -3.898
H 6.358 0.305 -3.988
H 4.676 1.847 -3.573
H 3.483 0.544 -3.556
C -0.743 -4.570 2.178
O -1.606 -4.860 3.298
C -2.076 -3.921 4.116
O -1.768 -2.708 4.220
O -2.952 -4.489 4.949
C -3.451 -3.674 5.974
H -0.018 -3.782 2.382
H -1.401 -4.201 1.392
H -0.281 -5.484 1.805
H -2.748 -2.909 6.304
H -3.655 -4.267 6.866
H -4.342 -3.258 5.505
C 6.456 1.004 -0.237
O 5.552 0.879 0.816
C 5.679 1.744 1.897
O 6.318 2.766 2.016
O 4.845 1.281 2.830
C 4.977 1.762 4.192
H 6.328 1.993 -0.677
H 6.401 0.165 -0.931
H 7.497 0.962 0.082
H 5.747 1.059 4.512
H 4.135 1.526 4.842
H 5.290 2.806 4.205
C -4.216 1.384 -2.336
O -5.567 1.199 -1.854
C -5.737 0.784 -0.521
O -4.807 0.570 0.282
O -7.111 0.759 -0.339
C -7.665 0.321 0.912
H -3.800 2.264 -1.846
H -4.293 1.384 -3.423
H -3.578 0.539 -2.076
H -8.707 0.640 0.887
H -7.146 0.831 1.724
H -7.548 -0.757 1.016
C 0.742 1.998 -3.924
O -0.568 2.668 -3.887
C -1.343 2.561 -4.954
O -1.088 1.735 -5.858
O -2.359 3.449 -4.875
C -3.159 3.745 -5.980
H 1.195 2.135 -4.907
H 0.687 0.931 -3.708
H 1.422 2.447 -3.200
H -3.432 4.783 -6.167
H -4.078 3.164 -5.904
H -2.581 3.376 -6.827
C -1.464 -1.202 1.163
O -0.667 -0.371 0.268
C 0.620 -0.374 0.362
O 1.265 -1.349 0.807
O 1.079 0.716 -0.265
C 2.510 0.855 -0.549
H -1.591 -2.180 0.700
H -2.487 -0.852 1.303
H -1.011 -1.364 2.141
H 3.040 0.548 0.353
H 2.827 1.886 -0.709
H 2.966 0.355 -1.403

---

No. 4
120
Properties=species:S:1:pos:R:3 method="wB97M-V/def2-TZVPD" energy_ha=-3513.2586 mol_weight_g_mol=902.8
C -1.116 -4.489 -1.102
O -1.826 -4.910 -2.244
C -3.182 -4.483 -2.227
C -3.293 -2.962 -2.272
C -4.703 -2.500 -2.635
C -4.895 -0.967 -2.784
C -3.621 -0.135 -2.954
C -2.920 0.226 -1.637
C -2.090 1.520 -1.706
C -0.797 1.369 -0.891
C -1.134 1.253 0.598
C 0.035 1.378 1.563
P -0.555 0.439 3.110
N -0.695 -1.106 2.909
O 1.148 0.545 1.133
C 2.164 0.864 1.998
O 3.078 0.154 2.267
O 1.957 2.104 2.494
C 0.837 2.692 1.733
C 1.544 3.231 0.473
C 2.731 4.141 0.805
C 3.225 4.880 -0.441
O 4.651 4.933 -0.436
C 5.204 4.338 -1.592
N 0.349 3.820 2.502
C -0.422 4.854 1.865
C -1.437 4.574 0.782
O -0.278 5.975 2.282
C -0.061 3.607 3.879
C -1.553 3.625 4.120
O 0.744 3.444 4.748
H -1.737 -4.516 -0.202
H -0.696 -3.486 -1.231
H -0.284 -5.174 -0.933
H -3.694 -4.921 -3.084
H -3.650 -4.867 -1.311
H -3.039 -2.560 -1.292
H -2.553 -2.636 -3.006
H -5.348 -2.835 -1.817
H -5.070 -3.024 -3.520
H -5.499 -0.801 -3.680
H -5.491 -0.570 -1.961
H -3.882 0.795 -3.466
H -2.901 -0.652 -3.589
H -2.225 -0.576 -1.374
H -3.650 0.261 -0.825
H -2.678 2.323 -1.248
H -1.875 1.797 -2.738
H -0.138 2.210 -1.091
H -0.333 0.447 -1.226
H -1.527 0.242 0.748
H -1.949 1.914 0.894
H -1.791 1.033 3.409
H 0.300 0.808 4.166
H -0.396 -1.418 1.993
H 1.945 2.393 -0.094
H 0.852 3.729 -0.202
H 2.532 4.812 1.638
H 3.544 3.488 1.120
H 2.892 4.371 -1.350
H 2.848 5.905 -0.432
H 4.964 3.269 -1.647
H 4.835 4.812 -2.505
H 6.288 4.421 -1.552
H -1.833 5.536 0.470
H -1.040 4.071 -0.094
H -2.268 4.008 1.202
H -2.045 3.222 3.237
H -1.919 4.644 4.244
H -1.816 2.990 4.957
C -4.570 -9.150 -1.287
C -3.309 -8.994 -0.459
O -3.412 -7.643 -0.005
C -4.717 -7.282 -0.027
O -5.148 -6.280 0.440
O -5.460 -8.220 -0.663
H -4.991 -10.152 -1.255
H -4.425 -8.852 -2.326
H -3.296 -9.656 0.409
H -2.395 -9.130 -1.029
C -4.566 -0.946 5.864
C -5.439 0.120 6.500
O -4.966 1.316 5.866
C -4.399 0.972 4.691
O -4.052 1.743 3.851
O -4.269 -0.364 4.590
H -5.067 -1.900 5.732
H -3.631 -1.100 6.403
H -6.496 -0.006 6.259
H -5.322 0.195 7.577
C 1.567 -3.612 -4.235
C 2.856 -3.493 -3.445
O 2.766 -2.157 -2.919
C 1.453 -1.813 -2.880
O 1.034 -0.841 -2.340
O 0.700 -2.716 -3.533
H 1.146 -4.614 -4.236
H 1.674 -3.263 -5.263
H 2.902 -4.193 -2.610
H 3.751 -3.599 -4.054
C 6.379 3.412 3.316
C 6.426 3.146 1.826
O 7.716 3.650 1.466
C 8.502 3.639 2.569
O 9.672 3.839 2.569
O 7.766 3.366 3.673
H 5.818 2.667 3.873
H 5.989 4.405 3.548
H 6.390 2.078 1.597
H 5.648 3.661 1.270
C 4.913 -0.548 -3.782
C 4.195 0.662 -3.224
O 4.656 1.712 -4.083
C 5.050 1.162 -5.258
O 5.323 1.778 -6.235
O 5.083 -0.189 -5.161
H 4.329 -1.466 -3.692
H 5.898 -0.690 -3.333
H 3.110 0.583 -3.313
H 4.454 0.879 -2.191